#i
{"formula": "C5H7Br", "method": "ωB97M-V/def2-TZVPD", "elements": ["C", "C", "C", "C", "C", "Br", "H", "H", "H", "H", "H", "H", "H"], "positions_angstrom": [[0.06797, -1.29760, 0.71086], [0.56624, -0.56318, -1.46104], [0.27441, -0.01676, -0.08194], [1.15511, -1.16711, -0.26344], [-0.00950, 1.41858, 0.25646], [3.89785, -0.96382, 0.74999], [0.36072, -1.12471, 1.80954], [-0.70046, -2.15933, 0.64134], [-0.01516, -1.14439, -2.17294], [1.26164, 0.16957, -1.96607], [-0.50747, 2.01780, -0.50307], [1.00468, 1.92271, 0.41719], [-0.63053, 1.30597, 1.14790]], "lumo_energy_ev": [-1.96, -2.19], "e_homo_ev": [-9.2, -9.1], "orbital_gap_ha": [0.267, 0.254], "mol_weight_g_mol": 147.02}

***

#ii
{"formula": "C5H7Br", "method": "ωB97M-V/def2-TZVPD", "elements": ["C", "C", "C", "C", "C", "Br", "H", "H", "H", "H", "H", "H", "H"], "positions_angstrom": [[0.49994, 0.77918, -1.19497], [-0.21579, 1.25262, -0.01240], [1.26192, -0.26267, -1.00805], [-0.44450, 0.29807, 0.87844], [-0.82595, -1.12579, 0.65528], [-0.89641, 0.95224, 2.68215], [0.51916, 1.09676, -2.17208], [-0.34513, 2.35707, 0.24009], [1.76762, -0.55786, -1.82128], [1.45226, -0.54878, -0.03117], [-0.76759, -1.38183, -0.31881], [-1.90579, -1.08275, 0.97849], [-0.09973, -1.77626, 1.12430]], "lumo_energy_ev": 0.73, "e_homo_ev": -8.9, "orbital_gap_ha": 0.353, "smiles": "C=C/C=C(\\C)Br", "mol_weight_g_mol": 147.02}

***

Stability order, top to bottom: #ii, #i

***

#i
{"formula": "C5H10", "method": "ωB97M-V/def2-TZVPD", "elements": ["C", "C", "C", "C", "C", "H", "H", "H", "H", "H", "H", "H", "H", "H", "H"], "positions_angstrom": [[-1.56979, 0.61976, 0.99623], [-0.21385, 0.90971, 0.36001], [0.61584, -0.26896, 0.19283], [0.35798, -1.15902, -0.91703], [1.64923, -0.44217, -0.98719], [-2.04636, 1.64673, 1.39852], [-1.34781, -0.06709, 1.84523], [-2.30812, 0.15503, 0.22443], [-0.24600, 1.25956, -0.65218], [0.31934, 1.79531, 0.94502], [0.79940, -0.67608, 1.20381], [-0.53378, -0.87964, -1.49404], [0.29261, -2.30170, -0.72257], [2.56056, -0.88537, -0.68372], [1.67075, 0.29394, -1.70935]], "lumo_energy_ev": 1.26, "e_homo_ev": -9.8, "orbital_gap_ha": 0.405, "smiles": "CCC1CC1", "mol_weight_g_mol": 70.13}

***

#ii
{"formula": "C5H10", "method": "ωB97M-V/def2-TZVPD", "elements": ["C", "C", "C", "C", "C", "H", "H", "H", "H", "H", "H", "H", "H", "H", "H"], "positions_angstrom": [[-1.96867, -0.42109, -0.04488], [-0.55248, -0.13653, 0.48823], [0.00501, 1.13237, -0.01666], [0.61657, -0.05820, -0.51871], [1.89401, -0.44803, 0.06478], [-2.08193, -0.08011, -1.07974], [-2.72638, 0.11806, 0.49023], [-2.26112, -1.52653, -0.10133], [-0.25133, -0.30843, 1.53858], [-0.67502, 1.77107, -0.60742], [0.63702, 1.69759, 0.64165], [0.45258, -0.48210, -1.55767], [2.17211, -1.58010, -0.14624], [1.92029, -0.31850, 1.16937], [2.84713, 0.29790, -0.18403]], "lumo_energy_ev": 1.29, "e_homo_ev": -9.5, "orbital_gap_ha": 0.397, "smiles": "C[C@@H]1C[C@H]1C", "mol_weight_g_mol": 70.13}

***

#iii
{"formula": "C5H10", "method": "ωB97M-V/def2-TZVPD", "elements": ["C", "C", "C", "C", "C", "H", "H", "H", "H", "H", "H", "H", "H", "H", "H"], "positions_angstrom": [[1.96928, 0.30818, -0.00359], [0.75450, -0.70275, -0.11451], [-0.49216, -0.16718, 0.53135], [-1.29384, 0.90459, -0.16640], [-1.81262, -0.50521, -0.10728], [2.91705, -0.14693, -0.37959], [2.08769, 0.58715, 1.08495], [1.77804, 1.25856, -0.49808], [0.58814, -0.89377, -1.18082], [1.00570, -1.66621, 0.30409], [-0.44569, -0.08919, 1.61914], [-0.85706, 1.28949, -1.08760], [-1.79062, 1.60469, 0.52020], [-2.67813, -0.72352, 0.49630], [-1.73028, -1.05792, -1.01816]], "lumo_energy_ev": 1.31, "e_homo_ev": -10.0, "orbital_gap_ha": 0.416, "smiles": "CCC1CC1", "mol_weight_g_mol": 70.13}

***

#iv
{"formula": "C5H10", "method": "ωB97M-V/def2-TZVPD", "elements": ["C", "C", "C", "C", "C", "H", "H", "H", "H", "H", "H", "H", "H", "H", "H"], "positions_angstrom": [[-1.14882, -1.70695, -0.36521], [-0.85001, -0.86699, -1.34870], [0.92488, 1.21578, -0.54074], [1.46052, 1.03984, 0.62091], [0.12313, 1.71762, 0.61910], [-1.96542, -1.50865, 0.32532], [-0.57135, -2.61163, -0.18787], [0.08723, -1.22030, 1.46262], [-0.02968, -1.06298, -2.03476], [-1.40953, 0.05292, -1.50234], [1.00684, 1.17046, -1.61285], [2.30473, 0.71768, 1.20762], [0.67687, -0.78671, 1.59353], [-0.77450, 1.17785, 0.94864], [0.07177, 2.79383, 0.79700]], "lumo_energy_ev": 1.33, "e_homo_ev": -9.3, "orbital_gap_ha": 0.391, "smiles": "C1=CC1.[H][H].C=C", "mol_weight_g_mol": 70.13}

***

Stability order, top to bottom: #iii, #ii, #i, #iv

***

#i
{"formula": "H10O5", "method": "ωB97M-V/def2-TZVPD", "elements": ["O", "H", "H", "O", "H", "H", "O", "H", "H", "O", "H", "H", "O", "H", "H"], "positions_angstrom": [[-4.19223, -2.63008, -13.55984], [-3.75393, -2.05481, -12.93279], [-3.94037, -2.28681, -14.41715], [-3.73183, -3.96820, -16.85422], [-4.65331, -3.98496, -17.11274], [-3.61791, -3.11939, -16.42671], [-4.58185, -4.20915, -20.47560], [-4.83765, -4.92715, -19.89658], [-3.65709, -4.05991, -20.27871], [-1.84780, -4.58815, -18.87690], [-1.75289, -5.51572, -19.09335], [-2.51971, -4.56825, -18.19546], [-3.28717, -1.44650, -15.73681], [-2.41131, -1.22096, -16.05023], [-3.83464, -0.70745, -16.00198]], "lumo_energy_ev": [-3.46, -11.68], "e_homo_ev": [-17.1, -14.2], "orbital_gap_ha": [0.503, 0.092], "mol_weight_g_mol": 90.07, "multiplicity": 2, "charge": 1, "s2": 0.7568}

***

#ii
{"formula": "H10O5", "method": "ωB97M-V/def2-TZVPD", "elements": ["O", "H", "H", "O", "H", "H", "O", "H", "H", "O", "H", "H", "O", "H", "H"], "positions_angstrom": [[22.09990, -27.21253, 1.50374], [22.46978, -27.33184, 0.62899], [22.26276, -26.29204, 1.70966], [24.14778, -27.60646, -3.62645], [23.33374, -27.77682, -4.10032], [24.65030, -27.03747, -4.20950], [23.62778, -28.03547, -1.12086], [24.42902, -28.38959, -0.73505], [23.81090, -27.99507, -2.05951], [26.07954, -29.28178, -4.57346], [25.70891, -28.72495, -3.88876], [25.52427, -29.12480, -5.33718], [21.34115, -26.81526, -1.37080], [20.95978, -26.80540, -0.49291], [22.12239, -27.36195, -1.28694]], "lumo_energy_ev": [-3.86, -11.66], "e_homo_ev": [-14.3, -14.3], "orbital_gap_ha": [0.382, 0.096], "mol_weight_g_mol": 90.07, "multiplicity": 2, "charge": 1, "s2": 0.7566}

***

Stability order, top to bottom: #i, #ii

***

#i
{"formula": "C4H11N2OS", "method": "ωB97M-V/def2-TZVPD", "elements": ["C", "N", "C", "O", "C", "C", "S", "N", "H", "H", "H", "H", "H", "H", "H", "H", "H", "H", "H"], "positions_angstrom": [[-0.04593, -0.08929, -0.82093], [0.59803, 1.25227, -0.92111], [0.63930, 1.67103, -2.40581], [1.63698, 1.33205, -3.10736], [-0.12606, -0.96122, 0.46551], [-0.06410, -0.27994, 1.81596], [0.96952, -1.01828, 3.35596], [-1.43150, -1.68702, 0.30855], [0.36244, -0.88157, -1.55612], [-1.10619, 0.19541, -1.22368], [1.61316, 1.19705, -0.64579], [0.44865, 2.79775, -2.33523], [-0.34098, 1.18655, -2.87587], [0.85447, -1.57518, 0.42602], [-1.12377, 0.00194, 2.31828], [0.50147, 0.64178, 1.67219], [0.55428, -0.66127, 4.66697], [-2.10047, -1.08524, -0.26451], [-1.83929, -2.03680, 1.12696]], "lumo_energy_ev": 2.69, "e_homo_ev": -2.6, "orbital_gap_ha": 0.194, "smiles": "N[C@H](CS)CNC[O-]", "mol_weight_g_mol": 135.21, "charge": -1}

***

#ii
{"formula": "C4H11N2OS", "method": "ωB97M-V/def2-TZVPD", "elements": ["C", "C", "C", "S", "H", "H", "H", "H", "H", "H", "H", "N", "C", "N", "O", "H", "H", "H", "H"], "positions_angstrom": [[1.70724, 2.47064, -0.12945], [0.46528, 2.83785, -0.85634], [-0.60469, 1.81588, -0.90209], [-0.18554, 0.20423, -1.74096], [1.47793, 1.80975, 0.76933], [2.28163, 3.34101, 0.16820], [2.40519, 1.84661, -0.75694], [0.08473, 3.74392, -0.38550], [0.70977, 3.11842, -1.91477], [-1.40244, 2.28486, -1.52216], [-1.01327, 1.63337, 0.10388], [-1.15871, -1.98123, 0.30406], [-0.41421, -2.08464, 1.47498], [0.72124, -1.23248, 1.40104], [-0.61247, -2.80195, 2.44315], [-2.00334, -2.54370, 0.34778], [-0.85683, -1.36510, -0.50516], [0.91713, -0.92943, 0.46835], [1.40858, -1.53431, 2.07876]], "lumo_energy_ev": 3.85, "e_homo_ev": -3.3, "orbital_gap_ha": 0.261, "mol_weight_g_mol": 135.21, "charge": -1}

***

Stability order, top to bottom: #ii, #i

***

#i
{"formula": "C6H9N3O", "method": "ωB97M-V/def2-TZVPD", "elements": ["C", "N", "C", "C", "C", "C", "N", "C", "N", "H", "H", "H", "H", "H", "H", "H", "H", "O", "H"], "positions_angstrom": [[-0.02110, -5.64446, -0.44488], [0.98683, -4.94457, 0.31795], [1.34900, -5.21482, 1.63788], [2.31686, -4.35995, 2.04298], [2.60662, -3.48885, 0.90845], [3.32150, -2.32875, 0.91661], [3.66864, -1.25501, 0.50283], [1.72062, -3.89989, -0.17458], [1.48883, -3.26837, -1.30624], [1.70980, -1.62233, -1.89937], [0.65482, -3.57029, -1.80058], [0.41097, -6.07364, -1.36036], [-0.43911, -6.44777, 0.16961], [-0.84112, -4.96561, -0.72356], [0.80558, -5.96916, 2.20192], [2.70447, -4.25610, 3.05167], [3.28122, -0.89167, -0.65353], [2.43481, -0.66509, -2.20870], [3.12472, -1.24161, -2.55192]], "lumo_energy_ev": -0.55, "e_homo_ev": -7.3, "orbital_gap_ha": 0.246, "mol_weight_g_mol": 139.16}

***

#ii
{"formula": "C6H9N3O", "method": "ωB97M-V/def2-TZVPD", "elements": ["N", "C", "C", "N", "C", "C", "N", "C", "C", "O", "H", "H", "H", "H", "H", "H", "H", "H", "H"], "positions_angstrom": [[0.12426, -3.44404, -1.54756], [-0.08745, -2.31738, -1.45966], [-0.58565, -0.92806, -1.30064], [-1.97882, -0.96117, -0.93907], [0.41617, -0.13028, -0.34752], [1.08728, 0.90174, -1.18249], [1.74022, 1.44795, -1.95745], [-0.29267, 0.58532, 0.81661], [0.63575, 1.44830, 1.66725], [1.64177, 0.71827, 2.34558], [-0.53425, -0.46431, -2.28586], [-2.13767, -1.40324, -0.04626], [-2.40200, -0.04866, -0.98044], [1.16010, -0.82932, 0.03197], [-1.04179, 1.25793, 0.39075], [-0.82214, -0.12307, 1.45374], [0.03008, 1.90677, 2.44983], [1.06945, 2.26026, 1.07349], [2.01201, 0.05236, 1.76186]], "lumo_energy_ev": 0.28, "e_homo_ev": -10.7, "orbital_gap_ha": 0.404, "smiles": "N#C[C@@H](N)[C@@H](C#N)CCO", "mol_weight_g_mol": 139.16}

***

#iii
{"formula": "C6H9N3O", "method": "ωB97M-V/def2-TZVPD", "elements": ["C", "C", "C", "C", "C", "C", "N", "N", "N", "O", "H", "H", "H", "H", "H", "H", "H", "H", "H"], "positions_angstrom": [[2.85968, -0.15561, -0.54204], [1.65074, 0.22582, -1.04477], [1.49440, -0.27772, 1.07872], [-0.59154, 0.45553, -0.00816], [-1.04157, 1.97810, 0.41393], [-1.14664, -1.81353, -0.55185], [2.74148, -0.46769, 0.77653], [0.76566, 0.14353, 0.00230], [-1.51427, -0.42389, -0.24638], [-2.73813, -0.15761, -0.24654], [3.80463, -0.22355, -1.04108], [1.36739, 0.54844, -2.02573], [1.05056, -0.42777, 2.04254], [-1.23679, 2.53613, -0.49282], [-1.95769, 1.88353, 0.98465], [-0.23948, 2.42246, 0.98602], [-0.19146, -2.07783, -0.10249], [-1.09484, -1.94116, -1.63167], [-1.94126, -2.44666, -0.16252]], "lumo_energy_ev": 0.77, "e_homo_ev": -9.0, "orbital_gap_ha": 0.359, "smiles": "C/C(n1ccnc1)=[N+](/C)[O-]", "mol_weight_g_mol": 139.16}

***

#iv
{"formula": "C6H9N3O", "method": "ωB97M-V/def2-TZVPD", "elements": ["C", "C", "C", "C", "C", "C", "N", "N", "N", "O", "H", "H", "H", "H", "H", "H", "H", "H", "H"], "positions_angstrom": [[0.95680, -0.41489, -0.29814], [3.24402, -0.14017, -0.00755], [-1.64039, -1.20190, -0.12578], [2.43760, 1.14637, 0.30903], [-2.33512, 1.09221, 0.34561], [-2.24185, -0.01806, -0.70021], [1.05383, 0.75282, 0.10686], [-1.54884, -2.26933, 0.32638], [2.18675, -1.03598, -0.34683], [4.42554, -0.32408, -0.03336], [2.50282, 1.60454, 1.38436], [2.82375, 1.82241, -0.42289], [-3.31974, 1.08689, 0.79782], [-2.17382, 2.06295, -0.04888], [-1.59930, 0.73623, 1.12363], [-3.29705, -0.34082, -0.95465], [-1.67486, 0.17493, -1.63420], [-2.23445, -2.71428, 0.81876], [2.43427, -2.01984, -0.63999]], "lumo_energy_ev": [-0.25, -0.15], "e_homo_ev": [-6.9, -7.0], "orbital_gap_ha": [0.245, 0.252], "mol_weight_g_mol": 139.16}

***

Stability order, top to bottom: #ii, #iii, #i, #iv